Entry from the Open Molecules 2025 dataset: a single C5H13NO2 molecule (the ωB97M-V functional and the def2-TZVPD basis).

XYZ file:
```
21
Properties=species:S:1:pos:R:3:forces:R:3
C 0.719 0.624 0.688 1.7 -2.0 0.1
C -1.742 0.217 -0.199 1.1 -0.4 1.0
C -0.622 -0.041 0.927 -1.8 0.9 -1.1
C 1.802 -0.448 0.131 -0.8 1.5 0.7
C -1.560 -0.662 -1.433 -0.2 0.2 0.2
N 3.160 0.029 0.268 0.3 0.1 -0.1
O 0.727 1.776 -0.112 -0.2 0.3 -0.4
O -3.013 0.011 0.383 -0.3 -0.2 0.1
H 0.463 1.536 -1.007 0.0 0.0 0.0
H -3.084 -0.914 0.645 0.0 0.1 0.0
H 1.095 0.980 1.655 0.1 -0.2 -0.1
H -1.760 1.274 -0.484 0.2 -0.1 0.1
H 3.420 0.082 1.248 0.0 0.1 -0.1
H 3.232 0.965 -0.121 0.1 -0.1 0.1
H -0.519 -1.117 1.078 0.1 0.0 -0.1
H -1.047 0.361 1.848 -0.1 0.0 -0.1
H 1.598 -0.608 -0.930 -0.1 -0.1 -0.1
H 1.722 -1.407 0.644 -0.2 0.1 0.0
H -2.464 -0.619 -2.041 0.0 0.1 -0.1
H -1.402 -1.702 -1.145 0.1 -0.1 0.0
H -0.724 -0.338 -2.046 0.2 0.0 -0.1
```
Forces are in eV/Å.

The value obtained for the energy relative to the best compared isomer or geometry (same formula, charge and spin) is 1.5137 eV. The charge is 0. For the LUMO energy, the calculation gives 0.824 eV. Its total energy is -403.52098 a.u. Its largest force on an atom is 2.62 eV/A. Its orbital gap is 9.8 eV. The spin multiplicity is 1.

Atomic partial charges in e from the Mulliken method, atoms 1 to 6: C 0.0878; C -0.0019; C -0.7288; C -0.6657; C -1.1923; N -0.6563

Entry from the Open Molecules 2025 dataset: a 2-piece molecular cluster, C5H13NO2 overall (the ωB97M-V functional and the def2-TZVPD basis).

XYZ file:
```
21
Properties=species:S:1:pos:R:3:forces:R:3
C -0.144 1.624 1.967 -0.4 0.7 -1.8
N -0.924 1.078 0.953 0.2 1.0 1.3
C -1.484 -1.784 -0.810 0.6 -1.9 -0.7
C -0.348 -1.060 -0.120 -0.1 0.3 2.4
C -0.333 0.472 -0.263 0.0 -0.6 0.9
C -0.967 0.984 -1.564 -0.9 0.7 1.1
O 1.060 1.658 1.911 0.6 -0.1 0.5
H -0.706 2.259 2.703 0.0 -1.0 -0.1
H -1.862 0.939 1.293 -0.3 -0.3 -0.8
H -1.201 -1.885 -1.893 -0.9 0.4 0.8
H -1.563 -2.844 -0.479 0.4 0.5 0.0
H -2.508 -1.428 -0.618 0.5 0.5 -0.4
H -0.315 -1.240 0.998 -0.7 0.1 -0.9
H 0.663 -1.385 -0.283 0.2 -0.7 -1.3
H 0.731 0.725 -0.147 -0.5 0.4 -0.4
H -1.367 1.984 -1.370 0.7 0.3 -0.3
H -1.907 0.483 -1.816 0.4 -0.5 -0.1
H -0.289 0.966 -2.404 0.1 0.0 -0.2
H 3.461 -1.769 -1.856 -0.3 -0.1 0.2
H 2.930 -2.804 -0.857 0.0 0.2 -0.1
O 2.669 -2.020 -1.358 0.3 -0.1 -0.1
```
Forces are in eV/Å.

The value obtained for the energy relative to the best compared isomer or geometry (same formula, charge and spin) is 1.4164 eV. The charge is 0. For the LUMO energy, the calculation gives 0.699 eV. Its total energy is -403.52456 a.u. Its largest force on an atom is 2.47 eV/A. Its orbital gap is 10.1 eV. The spin multiplicity is 1.

Atomic partial charges in e from the Mulliken method, atoms 1 to 6: C -0.0507; N -0.2249; C -1.2368; C -0.2467; C 0.4007; C -1.4539

Entry from the Open Molecules 2025 dataset: a 3-piece molecular cluster, C5H13NO2 overall (the ωB97M-V functional and the def2-TZVPD basis).

XYZ file:
```
21
Properties=species:S:1:pos:R:3:forces:R:3
C 1.181 -2.155 -0.014 -0.5 0.6 -0.4
C -0.218 -2.188 -0.654 0.2 0.3 0.2
C -0.755 -0.864 -1.153 -0.2 -0.2 -0.3
C -0.174 0.320 -1.029 0.4 0.4 0.9
N -0.525 1.512 -1.666 0.1 -0.2 -0.4
C -1.463 2.276 -1.341 -0.9 -0.9 -0.6
H 1.699 -1.311 -0.464 0.4 -0.1 0.0
H 1.743 -3.049 -0.259 0.0 -0.2 0.2
H 1.159 -1.985 1.059 0.0 -0.1 0.1
H -0.960 -2.580 0.044 0.0 -0.4 -0.1
H -0.159 -2.845 -1.524 -0.3 -0.1 0.1
H -1.653 -0.938 -1.762 0.0 0.1 0.0
H 0.725 0.430 -0.436 0.2 0.0 -0.1
H -1.781 2.975 -2.096 0.2 0.9 0.1
H -2.172 2.107 -0.525 0.2 -0.1 0.3
H -1.833 1.569 2.171 -0.3 0.1 1.1
H -2.181 0.381 1.522 -0.5 -0.9 0.4
O -2.315 0.755 2.411 0.8 0.7 -1.5
H 3.411 2.593 2.159 0.1 0.0 0.0
H 3.398 1.097 1.789 0.1 0.0 0.1
O 2.873 1.901 1.768 -0.3 0.0 -0.1
```
Forces are in eV/Å.

The value obtained for the energy relative to the best compared isomer or geometry (same formula, charge and spin) is 2.8189 eV. The charge is 0. For the LUMO energy, the calculation gives 0.666 eV. Its total energy is -403.47302 a.u. Its largest force on an atom is 1.87 eV/A. Its orbital gap is 9.4 eV. The spin multiplicity is 1.

Atomic partial charges in e from the Mulliken method, atoms 1 to 6: C -1.1087; C -0.2812; C -0.3916; C -0.0441; N -0.3817; C -0.1814

Entry from the Open Molecules 2025 dataset: a 2-piece molecular cluster, C5H13NO2 overall (the ωB97M-V functional and the def2-TZVPD basis).

XYZ file:
```
21
Properties=species:S:1:pos:R:3:forces:R:3
C 0.767 2.832 -0.235 -2.7 -0.1 -2.0
C 2.226 3.238 -0.041 2.8 0.1 1.6
C 0.736 1.513 -1.144 0.4 -2.8 2.6
N 0.470 0.249 -0.210 -1.9 4.7 0.4
C -1.007 0.051 0.077 2.0 0.7 1.3
C -0.949 -0.809 1.353 -0.5 -1.2 -2.3
O -1.891 -1.048 2.046 0.0 0.2 0.7
H 0.187 3.610 -0.916 1.2 -1.1 1.7
H 0.082 2.695 0.763 2.0 0.2 -2.5
H 2.984 2.325 -0.011 -1.8 1.6 -0.5
H 2.412 3.631 1.013 -0.5 -0.1 -1.3
H 2.690 4.041 -0.749 -1.2 -1.6 1.0
H 1.739 1.234 -1.539 -0.4 0.9 0.3
H 0.067 1.245 -1.961 -0.5 1.6 -0.2
H 0.906 -0.440 -0.718 0.5 -2.6 -1.2
H -1.624 -0.321 -0.737 0.0 -0.5 0.0
H -1.518 0.975 0.426 0.7 -0.1 -0.5
H 0.032 -1.342 1.374 -0.2 0.2 0.9
H 0.079 -5.634 -1.200 1.4 -0.5 0.1
H -0.688 -4.360 -0.936 0.3 1.4 0.5
O -0.769 -5.245 -1.221 -1.7 -0.9 -0.6
```
Forces are in eV/Å.

The value obtained for the energy relative to the best compared isomer or geometry (same formula, charge and spin) is 3.7737 eV. The charge is 0. For the LUMO energy, the calculation gives 0.508 eV. Its total energy is -403.43793 a.u. Its largest force on an atom is 5.04 eV/A. Its orbital gap is 10.0 eV. The spin multiplicity is 1.

Atomic partial charges in e from the Mulliken method, atoms 1 to 6: C -0.0331; C -1.0977; C -0.8717; N -0.3877; C -0.4331; C 0.0120

Entry from the Open Molecules 2025 dataset: a 2-piece molecular cluster, C5H13NO2 overall (the ωB97M-V functional and the def2-TZVPD basis).

XYZ file:
```
21
Properties=species:S:1:pos:R:3:forces:R:3
O 1.287 -1.503 1.123 2.8 1.2 2.8
C 0.471 -1.905 0.403 -1.3 0.1 -2.9
C -0.102 -1.110 -0.776 -0.2 -2.0 -0.8
C -0.276 0.380 -0.546 -0.2 -0.6 -0.9
C -1.129 1.075 -1.639 -2.0 -0.6 2.7
C -0.839 0.558 0.833 2.5 4.9 1.1
N -1.346 -1.899 -1.012 -1.2 0.9 2.5
H 0.089 -2.913 0.407 -0.3 -1.0 0.3
H 0.581 -1.411 -1.636 -0.7 0.6 0.8
H 0.637 0.982 -0.580 0.4 -0.9 0.1
H -0.676 2.035 -1.638 -0.1 1.0 -1.2
H -1.286 0.517 -2.526 0.6 -0.1 -1.2
H -2.193 1.197 -1.246 1.2 0.0 -0.4
H -1.334 -0.192 1.332 -1.5 -2.0 0.5
H -1.485 1.517 0.762 1.0 -1.5 0.8
H 0.115 0.753 1.520 -2.3 -0.1 -1.1
H -1.695 -1.825 -1.912 -0.5 0.3 -2.2
H -2.181 -1.612 -0.400 1.9 -0.4 -0.9
H 3.881 1.155 2.027 -0.1 0.4 0.3
H 3.948 2.194 3.165 0.5 0.0 0.8
O 3.534 2.006 2.339 -0.4 -0.5 -1.1
```
Forces are in eV/Å.

The value obtained for the energy relative to the best compared isomer or geometry (same formula, charge and spin) is 2.7199 eV. The charge is 0. For the LUMO energy, the calculation gives 0.879 eV. Its total energy is -403.47666 a.u. Its largest force on an atom is 5.62 eV/A. Its orbital gap is 10.4 eV. The spin multiplicity is 1.

Atomic partial charges in e from the Mulliken method, atoms 1 to 6: O -0.4384; C -0.2634; C -0.2807; C 0.8203; C -1.5268; C -1.4181

Entry from the Open Molecules 2025 dataset: a 2-piece molecular cluster, C5H13NO2 overall (the ωB97M-V functional and the def2-TZVPD basis).

XYZ file:
```
21
Properties=species:S:1:pos:R:3:forces:R:3
C -1.631 1.304 0.259 -0.5 -0.5 0.4
N -0.963 0.036 -0.109 0.3 1.1 0.1
C 2.102 0.880 1.485 1.2 -1.8 -1.0
C 1.453 -0.313 0.724 -1.0 0.2 1.4
C 0.466 0.228 -0.311 -0.1 -0.3 -1.1
C 0.871 -0.295 -1.692 -0.6 -0.2 -1.5
O 1.813 0.170 -2.282 0.2 -0.1 0.2
H -2.698 1.042 0.141 0.3 1.1 -0.2
H -1.239 2.164 -0.330 -0.8 -0.9 -0.2
H -1.498 1.678 1.293 0.1 -0.6 0.0
H -1.205 -0.731 0.507 0.2 0.2 0.1
H 1.442 1.275 2.242 -0.2 0.5 -0.2
H 2.467 1.534 0.705 -0.3 0.9 0.2
H 3.027 0.550 1.960 -0.1 -0.1 0.4
H 0.865 -0.876 1.485 0.4 0.0 -0.6
H 2.129 -1.025 0.233 0.2 0.4 0.4
H 0.625 1.316 -0.440 0.0 -0.5 0.2
H 0.221 -1.056 -2.285 0.5 0.7 1.3
H -3.034 -3.224 -1.621 0.0 0.0 0.0
H -2.607 -1.858 -1.091 0.1 0.0 0.0
O -2.608 -2.799 -0.872 0.0 0.2 0.0
```
Forces are in eV/Å.

The value obtained for the energy relative to the best compared isomer or geometry (same formula, charge and spin) is 2.2666 eV. The charge is 0. For the LUMO energy, the calculation gives 0.816 eV. Its total energy is -403.49331 a.u. Its largest force on an atom is 2.41 eV/A. Its orbital gap is 9.8 eV. The spin multiplicity is 1.

Atomic partial charges in e from the Mulliken method, atoms 1 to 6: C -0.8656; N -0.2147; C -1.3258; C -0.3269; C 0.1589; C -0.3893